Record 1
Formula: H4S2
Source: OMol25
Level of theory: wB97M-V/def2-TZVPD

Its total energy is -21735.0262 eV. For the energy above the lowest of the compared OMol25 structures with the same formula, charge and spin, the calculation gives 0.052 eV. As for the SMILES: S.S. The value obtained for the largest force on an atom is 0.0053 hartree/bohr.

Positions of all 6 atoms, in Å:
S (2.414, -3.371, 0.575)
H (1.535, -2.800, 1.419)
H (3.436, -2.647, 1.066)
S (-2.961, 2.706, -1.309)
H (-1.644, 2.434, -1.356)
H (-2.780, 3.678, -0.395)

Results of the Löwdin charge analysis, in e, for atoms 1 through 2: 0.451, -0.225

=====

Record 2
Formula: H4S4
Source: OMol25
Level of theory: wB97M-V/def2-TZVPD

Its total energy is -43405.1741 eV. For the energy above the lowest of the compared OMol25 structures with the same formula, charge and spin, the calculation gives 0.429 eV. As for the SMILES: SS.SS. The value obtained for the largest force on an atom is 0.0252 hartree/bohr.

Positions of all 8 atoms, in Å:
S (-1.857, 0.633, -0.888)
S (-2.225, -1.174, -1.858)
H (-0.753, 0.974, -1.608)
H (-2.107, -1.777, -0.713)
S (1.870, -0.394, 2.048)
S (1.180, 0.986, 0.599)
H (2.345, -1.298, 1.144)
H (1.546, 2.050, 1.277)

Results of the Löwdin charge analysis, in e, for atoms 1 through 2: 0.182, 0.251

=====

Record 3
Formula: H52O26
Source: OMol25
Level of theory: wB97M-V/def2-TZVPD

Its total energy is -54081.4345 eV. For the energy above the lowest of the compared OMol25 structures with the same formula, charge and spin, the calculation gives 2.883 eV. The value obtained for the largest force on an atom is 0.0205 hartree/bohr.

Positions of all 78 atoms, in Å:
O (-0.930, 2.496, 2.762)
H (-0.599, 3.292, 3.178)
H (-1.162, 2.767, 1.874)
O (2.746, 0.218, -4.461)
H (2.436, 0.373, -3.568)
H (3.592, -0.215, -4.349)
O (-1.918, -0.811, -2.845)
H (-2.633, -0.538, -2.270)
H (-1.265, -0.116, -2.763)
O (-1.441, -0.631, 2.309)
H (-2.297, -1.013, 2.116)
H (-1.636, 0.260, 2.600)
O (3.672, 0.245, 2.698)
H (2.831, -0.196, 2.818)
H (3.467, 1.012, 2.163)
O (-1.610, 2.316, 0.164)
H (-1.551, 3.096, -0.388)
H (-2.398, 1.866, -0.141)
O (-1.374, -3.729, 3.436)
H (-1.339, -2.896, 3.907)
H (-0.459, -3.932, 3.242)
O (-1.418, 4.569, -1.382)
H (-0.835, 5.196, -1.812)
H (-2.285, 4.765, -1.737)
O (3.618, -2.018, -1.163)
H (4.303, -1.541, -1.632)
H (2.827, -1.495, -1.297)
O (1.491, 4.232, -0.256)
H (0.727, 4.404, 0.294)
H (1.157, 4.276, -1.152)
O (0.108, -2.494, 0.622)
H (0.065, -1.685, 0.112)
H (-0.781, -2.616, 0.954)
O (-2.029, 2.409, 5.537)
H (-1.772, 2.145, 4.653)
H (-2.662, 3.114, 5.402)
O (-2.046, -4.312, 0.538)
H (-1.252, -4.754, 0.237)
H (-1.970, -4.306, 1.493)
O (-4.152, -1.081, 1.398)
H (-4.499, -1.967, 1.287)
H (-4.928, -0.533, 1.516)
O (-0.127, -0.109, -0.422)
H (-0.794, 0.259, 0.157)
H (-0.139, 0.458, -1.193)
O (-0.844, -1.501, -5.428)
H (-1.407, -1.686, -4.676)
H (-1.105, -0.625, -5.713)
O (3.219, -4.574, -0.068)
H (2.865, -5.303, -0.578)
H (3.096, -3.808, -0.628)
O (-3.804, 0.808, -0.924)
H (-3.911, 0.029, -0.378)
H (-4.688, 1.012, -1.228)
O (1.761, 2.427, -5.759)
H (2.196, 1.632, -5.450)
H (1.974, 3.089, -5.101)
O (1.410, 2.475, 4.351)
H (1.211, 2.049, 3.517)
H (1.606, 3.382, 4.116)
O (1.308, -0.925, 3.351)
H (1.259, -1.881, 3.357)
H (0.460, -0.644, 3.006)
O (1.288, -4.013, 2.724)
H (2.212, -3.907, 2.950)
H (1.184, -3.528, 1.906)
O (2.461, 0.449, -1.186)
H (1.654, 0.535, -0.679)
H (3.134, 0.850, -0.636)
O (-0.480, 1.255, -3.732)
H (-0.802, 1.743, -4.489)
H (0.355, 0.887, -4.021)
O (3.089, 2.529, 1.047)
H (2.518, 3.160, 0.608)
H (3.831, 3.050, 1.354)
O (-1.910, -3.506, -2.377)
H (-2.118, -3.684, -1.460)
H (-1.761, -2.561, -2.410)

Results of the Löwdin charge analysis, in e, for atoms 1 through 2: -0.053, 0.041

=====

Record 4
Formula: H56O28
Source: OMol25
Level of theory: wB97M-V/def2-TZVPD

Its total energy is -58243.7115 eV. For the energy above the lowest of the compared OMol25 structures with the same formula, charge and spin, the calculation gives 0.828 eV. The value obtained for the largest force on an atom is 0.0527 hartree/bohr.

Positions of all 84 atoms, in Å:
O (-3.178, 1.845, 0.441)
H (-3.084, 2.794, 0.380)
H (-2.826, 1.456, -0.356)
O (-0.100, 4.147, -0.266)
H (0.572, 3.689, 0.322)
H (-0.771, 4.559, 0.292)
O (-3.000, -1.383, 3.881)
H (-2.808, -1.919, 3.127)
H (-3.252, -0.492, 3.538)
O (-2.329, 4.303, 1.288)
H (-2.184, 3.760, 2.086)
H (-2.924, 5.046, 1.475)
O (1.146, 2.291, -5.180)
H (1.606, 2.873, -4.564)
H (1.867, 1.987, -5.723)
O (-2.105, -2.358, 1.223)
H (-2.655, -2.512, 0.438)
H (-1.317, -1.861, 0.877)
O (2.919, -2.765, 0.888)
H (2.204, -3.403, 0.913)
H (2.575, -1.894, 1.267)
O (0.278, -1.696, 2.792)
H (-0.062, -1.528, 3.700)
H (-0.102, -1.110, 2.142)
O (-3.641, 1.008, 3.043)
H (-3.022, 1.054, 2.297)
H (-4.520, 1.119, 2.643)
O (2.909, 0.694, -3.689)
H (2.878, 1.411, -3.054)
H (1.976, 0.679, -4.023)
O (-1.123, 1.760, -1.789)
H (-1.732, 2.230, -2.460)
H (-0.951, 2.368, -1.079)
O (-0.411, -5.065, 1.881)
H (-0.932, -4.275, 2.061)
H (0.111, -5.254, 2.687)
O (5.436, -0.782, -1.791)
H (5.896, -1.540, -2.168)
H (5.137, -0.262, -2.534)
O (-2.951, 3.048, -3.408)
H (-2.558, 3.412, -4.210)
H (-3.226, 3.784, -2.825)
O (1.312, -2.257, -1.502)
H (1.540, -1.950, -2.384)
H (2.251, -2.447, -1.143)
O (1.622, 2.048, 0.961)
H (2.554, 1.749, 0.737)
H (0.994, 1.360, 0.616)
O (-1.954, 3.040, 3.776)
H (-2.617, 2.318, 3.825)
H (-1.075, 2.731, 4.003)
O (0.844, 2.578, 3.617)
H (1.473, 3.221, 3.967)
H (1.120, 2.490, 2.630)
O (1.929, -4.562, -3.697)
H (1.249, -5.038, -4.177)
H (1.507, -4.015, -3.004)
O (-3.534, -0.438, -2.203)
H (-4.261, -1.037, -2.089)
H (-2.790, -1.113, -2.171)
O (0.044, -0.346, -0.055)
H (-0.801, -0.066, -0.454)
H (0.607, -0.911, -0.620)
O (-0.790, -1.580, 5.346)
H (-0.746, -2.453, 5.744)
H (-1.627, -1.556, 4.790)
O (-1.646, -2.388, -1.746)
H (-0.849, -1.999, -2.098)
H (-1.252, -3.144, -1.306)
O (4.000, 0.519, 0.391)
H (4.269, 0.338, 1.297)
H (4.494, -0.097, -0.196)
O (3.281, 0.089, 3.153)
H (2.728, 0.821, 3.554)
H (2.754, -0.708, 3.235)
O (1.726, 3.257, -2.609)
H (1.982, 4.026, -2.152)
H (1.016, 2.868, -2.090)
O (-0.297, -0.421, -3.484)
H (-1.072, -0.365, -4.134)
H (-0.294, 0.460, -3.143)
O (0.135, -5.075, -0.781)
H (0.381, -5.960, -1.133)
H (0.042, -5.196, 0.163)

Results of the Löwdin charge analysis, in e, for atoms 1 through 2: -0.039, 0.006